Record 1
The following is a DFT calculation (ωB97M-V/def2-TZVPD) of a molecular structure, C11H30O15V in a non-equilibrium geometry.

```
57
Properties=species:S:1:pos:R:3:mulliken_charge:R:1
V -0.334 -0.064 -0.676 1.311
O -2.053 1.484 -0.770 -0.732
O 0.563 0.981 1.205 -0.226
O -2.344 0.229 4.563 -0.626
O -2.132 -2.573 4.203 -0.547
O 0.881 -0.891 -1.269 -0.656
O 0.143 -4.410 2.903 -0.554
O -1.070 -0.986 0.364 -0.720
O -3.523 1.239 -2.470 -0.758
O 1.281 1.635 -1.773 -0.284
O 0.110 -1.526 3.139 -0.323
O 0.565 -1.473 -6.166 -0.535
O -1.735 -0.107 -2.275 -0.519
O 3.400 -1.763 -3.865 -0.489
O 1.648 3.429 2.185 -0.551
O -0.744 4.067 -1.774 -0.622
C 1.204 -1.749 -4.919 -0.032
C 1.372 3.003 -2.253 -0.486
C 0.998 -3.557 2.134 -0.543
C 0.389 3.383 1.477 -0.352
C -2.784 -0.357 3.344 0.217
C -0.235 2.019 1.723 -0.057
C -2.513 0.893 -1.856 0.881
C 1.272 -2.267 2.887 -0.277
C 0.064 3.534 -2.782 -0.514
C -3.157 -1.829 3.507 -0.604
C 2.702 -1.900 -5.081 -0.391
H 3.473 -2.619 -3.439 0.290
H -4.087 -1.982 4.068 0.367
H 0.989 -0.939 -4.217 0.031
H 0.815 -2.701 -4.565 0.244
H 0.506 3.529 0.404 -0.029
H -1.196 1.984 1.203 0.286
H -2.032 -0.257 2.557 -0.187
H -0.428 1.919 2.796 0.194
H 0.539 -3.376 1.160 0.231
H -0.771 -4.149 2.756 0.318
H -0.421 2.783 -3.424 0.231
H -3.353 -2.288 2.537 0.270
H 0.331 4.343 -3.480 0.375
H 2.081 1.485 -1.259 0.186
H -1.569 -0.285 4.826 0.394
H -0.673 -2.050 3.371 0.165
H 2.205 3.001 -2.968 0.384
H 1.414 1.015 1.654 0.243
H 0.837 -0.607 -6.481 0.308
H -2.362 -2.502 5.132 0.281
H 2.878 -2.883 -5.535 0.251
H 1.947 -4.089 2.019 0.378
H 2.001 -1.648 2.365 0.307
H -3.712 0.129 3.032 0.473
H -0.288 4.134 1.890 0.447
H -1.289 3.356 -1.333 0.390
H 1.722 4.296 2.586 0.300
H 1.733 -2.579 3.843 0.254
H 3.046 -1.122 -5.769 0.296
H 1.698 3.657 -1.434 0.314
```

Output
* frontier orbital gap: 7.32 eV
* net charge: -1
* maximum force: 0.06182 Eh/bohr
* LUMO level: 0.0863 hartree
* multiplicity: 1

---

Record 2
The following is a DFT calculation (ωB97M-V/def2-TZVPD) of 3 unconnected molecules or ions with the total composition C11H32BN2O3 in a non-equilibrium geometry.

```
49
Properties=species:S:1:pos:R:3:mulliken_charge:R:1
O -1.430 0.535 0.117 -0.312
O 6.816 -0.550 -2.437 -0.384
O -6.942 -0.297 1.644 -0.307
N 4.139 0.065 -1.566 -0.602
N 0.716 -1.101 1.127 -0.751
C -8.335 -0.654 1.336 -0.294
C -1.708 1.684 0.904 -0.641
C -0.152 0.554 -0.524 -0.851
C 6.455 -0.711 -1.062 -0.873
C 7.619 0.590 -2.703 -0.640
C 1.448 1.213 1.377 -1.453
C 5.608 1.625 -0.402 -1.440
C -6.057 -0.419 0.476 -0.294
C 1.024 0.131 0.386 0.935
C -8.545 -2.147 0.692 -0.710
C 5.255 0.154 -0.613 0.532
B -4.942 -1.586 0.843 0.323
H -8.925 -0.635 2.371 0.224
H 3.840 -0.910 -1.628 0.270
H 4.518 0.260 -2.498 0.266
H 2.437 0.982 1.791 0.309
H -8.516 -2.005 -0.492 0.191
H 1.514 2.190 0.888 0.338
H 0.765 1.300 2.226 0.363
H 4.820 2.126 0.173 0.313
H 0.031 1.527 -0.995 0.386
H -2.795 1.804 0.955 0.178
H 8.205 0.388 -3.605 0.258
H -4.807 -1.588 2.034 -0.219
H 6.167 -1.764 -0.956 0.361
H -7.678 -2.866 1.042 0.177
H 0.531 -1.848 0.456 0.287
H -6.602 -0.575 -0.548 0.165
H 7.325 -0.562 -0.413 0.445
H 4.913 -0.236 0.353 0.332
H 5.710 2.175 -1.341 0.298
H -5.237 -2.669 0.495 -0.224
H -0.223 -0.175 -1.341 0.343
H -9.628 -2.597 0.910 0.295
H 6.986 1.453 -2.911 0.220
H -1.348 1.535 1.923 0.223
H -8.884 0.148 0.652 0.215
H 1.886 -0.066 -0.263 -0.136
H -0.188 -0.960 1.588 0.371
H -1.279 2.594 0.474 0.324
H 8.310 0.809 -1.883 0.291
H -5.477 0.620 0.378 -0.104
H -3.882 -1.270 0.411 -0.349
H 6.543 1.728 0.159 0.352
```

Output
* frontier orbital gap: 6.09 eV
* net charge: -1
* maximum force: 0.06780 Eh/bohr
* LUMO level: 0.0783 hartree
* multiplicity: 1

---

Record 3
The following is a DFT calculation (ωB97M-V/def2-TZVPD) of a molecular structure, C11H33BClCoNO5 in a non-equilibrium geometry.

```
53
Properties=species:S:1:pos:R:3:mulliken_charge:R:1
Co 0.520 0.923 2.016 0.363
Cl -0.325 1.268 -0.260 -0.566
O 0.235 4.099 -2.013 -0.506
O -1.947 -0.152 2.286 -0.250
O 0.305 -3.933 0.808 -0.277
O -1.902 0.503 -3.092 -0.440
O -3.385 -2.875 -3.236 -0.531
N 0.893 -1.106 1.990 0.248
C -3.327 0.134 1.956 -0.812
C -1.608 -1.547 2.101 -0.464
C 0.675 -5.294 1.322 -0.799
C 2.587 3.817 -1.643 -1.274
C 1.350 6.018 -1.489 -1.501
C -1.927 -0.934 -3.191 0.344
C 1.528 -3.147 0.456 -0.591
C -3.337 -1.463 -2.994 -0.268
C 1.178 -1.632 0.640 -0.698
C 1.329 4.563 -1.295 1.006
C -0.218 -1.732 2.780 -0.838
B 2.852 1.401 1.794 0.387
H 1.705 -1.447 2.483 0.365
H 2.187 1.903 1.109 -0.178
H 0.004 3.240 -1.650 0.200
H -2.300 -2.147 2.693 0.531
H -1.624 -1.878 1.062 0.362
H -0.110 -1.187 3.718 0.443
H -4.001 -0.645 2.314 0.357
H -4.038 -0.987 -3.679 0.329
H -0.004 -2.780 2.986 0.311
H -3.742 -1.235 -2.008 0.098
H 2.377 0.847 2.588 -0.151
H 1.749 -5.478 1.278 0.357
H 2.552 4.010 -2.715 0.411
H 0.416 -5.431 2.372 0.288
H 2.334 6.302 -1.118 0.342
H -1.259 0.768 -2.430 0.241
H 1.886 -3.268 -0.566 0.318
H 3.308 0.653 1.165 -0.258
H -3.675 0.197 0.925 0.233
H 1.004 6.355 -2.466 0.351
H 3.691 1.999 2.114 -0.153
H 2.036 -1.100 0.227 0.297
H 0.381 -1.410 -0.070 0.075
H 2.253 -3.527 1.175 0.475
H -1.299 -1.230 -2.351 -0.280
H 1.269 4.488 -0.209 0.085
H -4.307 -3.133 -3.179 0.303
H -1.469 -1.220 -4.138 0.257
H 0.614 6.488 -0.836 0.349
H 2.457 2.748 -1.476 0.200
H 3.556 4.164 -1.285 0.335
H 0.208 -6.097 0.751 0.281
H -3.635 1.127 2.281 0.296
```

Output
* frontier orbital gap (spin up / spin down): 8.48 / 7.90 eV
* maximum force: 0.09900 Eh/bohr
* LUMO level (spin up / spin down): -0.0272 / -0.0483 hartree
* multiplicity: 4

---

Record 4
The following is a DFT calculation (ωB97M-V/def2-TZVPD) of 2 unconnected molecules or ions with the total composition C11H33BNO2P3 in a non-equilibrium geometry.

```
51
Properties=species:S:1:pos:R:3:mulliken_charge:R:1
P -0.002 2.833 0.353 0.128
P -0.201 0.335 -1.755 0.756
P -2.710 2.265 -1.299 -0.041
O 2.694 -2.672 0.762 -0.458
O -0.225 0.019 -3.223 -0.797
N 2.361 -4.986 1.959 -0.267
C -3.502 0.908 -0.283 -0.371
C -4.136 1.333 1.061 -1.076
C -2.914 4.960 -1.688 -1.250
C 1.321 1.712 1.041 -0.831
C 3.383 -2.408 -0.470 -0.718
C -3.192 3.910 -0.612 -0.574
C 2.041 -5.473 -0.434 -1.479
C 1.004 4.310 -0.191 -1.213
C 0.765 0.361 1.507 -0.660
C 1.403 -3.228 0.638 -0.582
C 1.466 -4.745 0.771 0.051
B -0.766 2.111 -1.316 -0.200
H 1.917 -4.698 2.832 0.361
H 4.049 -3.236 -0.725 0.301
H -3.468 1.093 1.882 0.223
H 2.661 -5.957 2.044 0.351
H -2.621 4.186 0.276 0.441
H 2.007 3.974 -0.458 0.363
H 1.878 -6.550 -0.352 0.424
H -4.249 3.941 -0.356 0.395
H 0.936 0.179 2.566 0.390
H 1.555 -5.132 -1.345 0.363
H 1.289 -0.433 0.974 -0.108
H 0.546 4.663 -1.110 0.290
H -0.904 -0.667 -1.017 -0.168
H 0.484 -5.151 1.013 0.413
H -0.298 0.246 1.299 0.221
H 1.140 0.152 -1.296 -0.201
H -4.266 0.458 -0.906 0.479
H 2.171 1.594 0.367 0.378
H -5.031 0.731 1.229 0.381
H 1.726 2.222 1.914 0.490
H -2.769 0.136 -0.060 0.095
H 0.905 -2.923 -0.284 0.448
H -4.440 2.372 1.091 0.224
H 3.115 -5.311 -0.536 0.405
H -3.418 4.717 -2.619 0.372
H 2.685 -2.227 -1.288 0.355
H 0.815 -2.825 1.469 0.423
H 3.986 -1.516 -0.321 0.260
H 3.183 -4.375 1.834 0.359
H -1.847 4.945 -1.909 0.225
H -3.178 5.963 -1.360 0.390
H 1.031 5.090 0.560 0.365
H -0.377 2.795 -2.228 -0.125
```

Output
* frontier orbital gap: 3.42 eV
* maximum force: 0.03466 Eh/bohr
* LUMO level: -0.0639 hartree
* multiplicity: 1

---

no.,E_tot (eV)
1,-68294.9740
2,-21721.8548
3,-74490.0343
4,-46066.5782